# 1
Here is a structure of composition C19H24N4O2Pt from the Open Molecules 2025 dataset. Energies are from ωB97M-V/def2-TZVPD.

As for the spin multiplicity: 5. The molecular weight comes out at 535.505 g/mol. The calculation puts the total energy at -1226.4338 hartree. Its HOMO energy (alpha / beta) is -14.36 / -14.66 eV. The net charge is +2. The expectation value of S² is 6.1009.

The geometry in XYZ format:
```
50
Properties=species:S:1:pos:R:3:forces:R:3
Pt 0.469959 0.600497 0.649236 0.2074 0.5092 -0.1638
C -2.633592 -1.939536 -1.852114 0.0380 0.0800 -0.0727
C -2.043362 -1.060959 -2.967059 -0.0388 -0.1661 0.1339
C -0.560789 -1.310386 -3.088222 0.0899 0.2534 0.1821
C -0.142740 -2.388992 -3.848952 0.0023 -0.0266 -0.0256
C 1.175816 -2.813045 -3.844282 0.0415 0.0129 0.0231
C 2.115077 -2.175106 -3.039683 -0.0076 -0.0687 -0.0934
C 1.759132 -1.108152 -2.244469 -0.1197 0.1907 0.0874
C 2.806005 -0.450626 -1.379672 -0.0933 -0.1198 0.1111
C 2.840831 -1.088781 0.012452 0.1133 0.1424 -0.1856
C 0.416904 -0.644034 -2.290827 0.0585 -0.3772 -0.4469
N 0.085108 0.462119 -1.520323 -0.0796 -0.0399 0.6502
C -0.615365 1.470649 -1.990766 0.0309 -0.0975 -0.1732
C -0.983511 2.501003 -1.122720 0.0234 0.0490 0.0763
C -1.684986 3.723993 -1.344373 -0.0362 0.0583 0.0558
C -1.726275 4.360489 -0.141353 -0.0162 0.0102 -0.1172
C -1.042848 3.507527 0.803042 0.0435 0.0114 0.0354
N -0.604695 2.415976 0.217534 -0.0721 -0.1925 0.0753
H -3.714553 -1.816355 -1.807157 -0.0022 -0.0047 0.0261
H -2.211054 -1.670123 -0.881155 -0.0066 -0.0226 0.0056
H -2.414764 -2.991389 -2.032645 -0.0105 -0.0078 0.0099
H -2.289618 -0.025727 -2.754864 -0.0588 0.0585 -0.0807
H -2.521929 -1.313196 -3.913094 0.0341 0.0497 -0.0331
H -0.874005 -2.916928 -4.447980 -0.0022 -0.0067 0.0090
H 1.477192 -3.649343 -4.460577 -0.0074 0.0068 -0.0140
H 3.146400 -2.504491 -3.056589 0.0005 0.0010 0.0164
H 2.634605 0.624149 -1.301795 0.0708 0.0288 -0.0419
H 3.783248 -0.577409 -1.844522 -0.0026 0.0113 -0.0193
H 1.862080 -0.953512 0.533431 0.0906 -0.2050 0.0800
H 3.622571 -0.658499 0.636644 -0.0465 0.0056 0.0497
H 2.986946 -2.166508 -0.049779 -0.0428 -0.0136 0.0454
H -0.859575 1.531719 -3.045844 0.0154 -0.0552 -0.0073
H -2.090841 4.061631 -2.284407 0.0115 -0.0114 -0.0103
H -2.171467 5.314854 0.087979 -0.0049 -0.0026 0.0108
H -0.883261 3.699827 1.854524 0.0008 -0.0223 0.0066
C 0.183093 1.270735 5.010541 0.1096 0.0020 0.0329
C 0.336560 0.661865 3.659364 0.1274 0.1266 0.1076
N 1.042488 1.175377 2.696664 -0.3871 -0.0500 -0.1784
O 1.575025 2.387968 2.977598 0.1444 -0.1036 0.1737
C -0.283514 -0.602127 3.319878 -0.0819 -0.1472 0.3361
C -0.762021 -1.566445 4.326163 0.0229 -0.0664 -0.0798
N -0.407616 -0.832066 1.992127 0.0814 0.2212 -0.7596
O -0.869589 -1.898721 1.584070 -0.0970 -0.0889 0.2576
H 0.248736 2.353434 4.950352 -0.0314 0.0097 0.0122
H 0.986945 0.934523 5.671325 0.0116 -0.0175 -0.0268
H -0.764714 0.982615 5.459656 -0.0054 -0.0036 -0.0181
H 2.320778 2.514882 2.369903 -0.1070 0.0065 -0.0723
H -0.173045 -1.503040 5.239161 -0.0115 0.0095 0.0057
H -0.738963 -2.576082 3.919247 0.0032 0.0104 0.0211
H -1.806807 -1.354252 4.584334 -0.0032 0.0524 -0.0168
```
Forces are in eV/Å.


# 2
Here is a cluster of 2 separate species, C27H25N2O8S2 in total from the Open Molecules 2025 dataset. Energies are from ωB97M-V/def2-TZVPD.

The molecular weight comes out at 569.637 g/mol. For the energy relative to the best compared isomer or geometry (same formula, charge and spin), the calculation gives 9.9 kcal per mole. The calculation puts the total energy at -2551.7074 hartree. Its HOMO energy is -4.35 eV. The net charge is -1.

The geometry in XYZ format:
```
64
Properties=species:S:1:pos:R:3:forces:R:3
C -2.699015 -3.747899 -5.572799 0.6267 0.1025 0.2397
O -1.458063 -3.450619 -4.899856 -0.5338 0.4230 -0.4965
C -1.366642 -2.273158 -4.230972 -0.2005 0.4347 0.8761
C -0.176397 -2.060472 -3.494554 -0.7476 -0.3633 -0.7759
C -0.139107 -1.047428 -2.574716 -0.1780 0.5423 0.5472
C -1.270691 -0.243017 -2.283507 -0.2723 -0.7370 -0.7196
C -1.259366 0.643755 -1.151549 -0.1748 0.3005 -0.3786
C -2.379346 1.203449 -0.580065 -0.3029 -0.1981 0.0072
C -2.276283 2.584919 -0.102353 1.1313 0.5287 0.6496
O -1.245922 3.259424 -0.129722 -1.3655 -0.7470 -0.0893
N -3.461023 3.170006 0.385485 -0.5370 -0.6576 -0.1141
C -3.399837 4.552299 0.791672 0.2357 0.4112 0.0965
C -4.695975 2.533485 0.485021 -0.0638 0.0182 -0.0294
O -5.689319 3.068779 0.975019 1.0196 -0.5292 -0.5667
N -4.757086 1.230992 -0.024704 0.3586 0.6862 0.3710
C -6.045264 0.595920 0.128359 -0.3684 -0.2322 0.2062
C -3.649792 0.468021 -0.432903 -0.2352 -0.7474 -0.8470
O -3.801178 -0.737045 -0.642780 0.1973 1.2614 0.3036
C -2.366708 -0.324446 -3.189872 0.4554 0.1473 0.5060
C -2.415662 -1.310870 -4.160422 0.3687 -0.6705 -0.1131
H -2.491462 -4.708898 -6.044582 -0.2891 0.1267 -0.0261
H -3.533635 -3.833696 -4.858373 0.3112 0.0549 -0.1764
H -2.934486 -2.989062 -6.334218 0.0846 -0.2426 0.1827
H 0.675703 -2.720900 -3.645504 -0.2159 0.1336 0.0511
H 0.779281 -0.838794 -2.041315 -0.1648 -0.1623 0.0600
H -0.285706 0.953320 -0.779739 0.0838 0.3633 -0.2546
H -4.353973 4.812594 1.241736 0.1258 0.0177 -0.0285
H -2.582375 4.667128 1.503402 -0.0676 0.1638 -0.0727
H -3.206726 5.178527 -0.085167 0.0332 0.0128 0.2060
H -6.043526 -0.334883 -0.431224 0.0374 0.0607 0.0474
H -6.233319 0.396600 1.188754 -0.0977 -0.0741 -0.1772
H -6.817459 1.276835 -0.231650 0.0620 -0.1411 0.0300
H -3.168356 0.421129 -3.128390 0.2687 -0.4275 0.0521
H -3.277384 -1.388157 -4.830124 0.3337 0.0747 0.3365
C 1.544356 -3.075680 5.548777 0.0054 0.1079 -0.1341
C 0.494512 -2.783868 4.672228 0.1895 0.1162 -0.1457
C 0.677454 -1.847013 3.653415 0.1296 -0.1158 0.3495
C 1.899683 -1.190493 3.525446 -0.2090 -0.2750 -0.0497
S 2.042536 0.092116 2.263585 0.1397 -0.7550 -0.8678
C 2.003808 -0.725048 0.779220 0.8134 -0.0753 0.5305
S 2.870915 -0.220156 -0.605087 -0.2567 0.1544 1.4625
C 4.296495 0.738500 -0.130819 0.3122 0.0429 0.0651
C 4.169043 2.113596 0.068597 0.2120 -0.1214 -0.0251
C 5.301590 2.855466 0.395371 -0.0322 -0.2139 -0.0744
C 6.548521 2.226733 0.486484 -0.1427 -0.1095 0.0899
C 6.669031 0.854330 0.247214 -0.1887 0.1131 -0.0147
C 5.537349 0.106166 -0.070863 -0.2116 0.2032 0.1610
O 3.384921 -1.390423 -1.287591 -0.2429 -0.0877 -0.7225
O 2.070771 0.742805 -1.349429 -0.0003 -0.1153 -0.7444
O 0.856769 0.917489 2.384181 0.1217 0.1037 0.7440
O 3.358831 0.644861 2.519377 -0.1905 0.5551 0.0232
C 2.972870 -1.517223 4.362794 -0.2803 -0.0193 0.0069
C 2.784931 -2.450782 5.387338 -0.2358 0.0412 -0.2494
H 1.397215 -3.798430 6.351309 0.0382 0.1613 -0.1736
H -0.473399 -3.274770 4.770673 0.2529 0.0482 0.0497
H -0.123404 -1.616043 2.955509 0.0422 0.0389 0.1987
H 1.146831 -1.380691 0.616895 0.2798 0.2763 -0.1811
H 3.197533 2.595013 -0.036974 0.2098 -0.2218 0.0980
H 5.187305 3.923840 0.586979 0.1786 -0.2893 -0.0642
H 7.424650 2.808456 0.767950 -0.1280 -0.1011 -0.0996
H 7.629481 0.342032 0.314549 -0.1604 0.2795 -0.0082
H 5.600984 -0.961926 -0.268174 -0.0555 0.2299 0.0594
H 3.942413 -1.046563 4.215340 -0.2877 0.0487 -0.0094
H 3.612102 -2.690130 6.057315 -0.2213 0.0451 -0.1779
```
Forces are in eV/Å.


# 3
Here is an isolated molecule of C2H5FSi from the Open Molecules 2025 dataset. Energies are from ωB97M-V/def2-TZVPD.

As for the spin multiplicity: 3. The molecular weight comes out at 76.146 g/mol. For the energy relative to the best compared isomer or geometry (same formula, charge and spin), the calculation gives 22.5 kcal per mole. The calculation puts the total energy at -468.3225 hartree. Its HOMO energy (alpha / beta) is -5.70 / -11.43 eV. The net charge is 0. The expectation value of S² is 2.0065.

The geometry in XYZ format:
```
9
Properties=species:S:1:pos:R:3:forces:R:3
C 2.025345 0.413568 0.009513 8.4354 9.9118 2.1856
C 1.045163 -0.412049 -0.195381 -8.2556 -9.5290 -1.9489
F 3.333086 0.069040 0.080420 -0.5168 -0.8271 -0.2012
Si -0.746405 0.094790 0.021273 -0.6831 0.1456 0.1971
H 1.969203 1.536052 -0.023437 -0.1001 -1.3656 -0.1504
H 1.320643 -1.522044 -0.222700 -0.5042 1.6142 -0.1349
H -1.192164 -0.342365 1.419852 0.3272 0.4722 -0.4882
H -2.025212 -0.282663 -0.781917 1.4104 -0.2249 0.1346
H -0.663644 1.570441 -0.210820 -0.1131 -0.1973 0.4064
```
Forces are in eV/Å.